Entry 1:
{
  "formula": "C5H8N",
  "method": "ωB97M-V/def2-TZVPD",
  "symbols": ["C", "C", "C", "C", "C", "N", "H", "H", "H", "H", "H", "H", "H", "H"],
  "positions_angstrom": [[1.00936, 0.12369, -0.14253], [-0.19011, -0.05625, -0.14649], [2.41608, 0.49944, 0.10079], [-2.19426, -0.63346, 0.26997], [-3.14281, 0.35295, -0.07902], [3.34889, -0.45769, -0.23309], [2.55103, 1.48818, -0.55191], [2.45214, 0.74017, 1.22709], [-2.24178, -1.48230, 0.92420], [-4.02255, 0.31318, 0.50802], [-3.57279, -0.09586, -1.09764], [-2.90637, 1.29129, -0.35622], [3.64735, -0.98740, 0.52485], [2.84582, -1.09595, -0.94802]],
  "forces_ev_per_angstrom": [[-0.795, 0.049, 0.893], [-5.038, -1.915, 0.868], [-1.522, 4.048, 0.594], [5.640, 3.819, -1.265], [-1.193, -4.290, -1.014], [-0.665, -2.259, -3.977], [-0.088, -1.687, 1.615], [0.019, 0.117, -1.726], [-0.161, -0.719, -0.151], [-1.055, -0.205, 0.929], [0.707, 0.193, 1.189], [1.639, 3.081, -0.859], [0.570, -1.211, 1.418], [1.943, 0.982, 1.487]],
  "nbo_charge": [0.03, -0.07, -0.30, 0.46, -0.80, -0.78, 0.23, 0.25, 0.23, 0.30, 0.40, 0.31, 0.38, 0.37],
  "charge": 1,
  "homo_energy_ev": [-12.87, -12.87],
  "spin_multiplicity": 1,
  "orbital_gap_ev": [4.9740, 4.9714]
}



Entry 2:
{
  "formula": "C5H10",
  "method": "ωB97M-V/def2-TZVPD",
  "symbols": ["C", "C", "C", "C", "C", "H", "H", "H", "H", "H", "H", "H", "H", "H", "H"],
  "positions_angstrom": [[-1.23499, 0.74384, 0.71442], [-1.05658, 0.81338, -0.86554], [-0.31429, -0.09365, 0.01609], [2.02076, 0.51635, 0.30620], [-0.38327, -1.50581, -0.17610], [-0.95259, 1.63779, 1.32786], [-2.05512, 0.13582, 0.97549], [-1.65994, 0.17943, -1.40051], [-0.46960, 1.59275, -1.33638], [2.07015, 0.39241, -0.74298], [2.79671, 0.02187, 0.88472], [1.82284, 1.44367, 0.85416], [0.25213, -1.71543, -1.11759], [-1.40987, -1.86881, -0.26480], [0.12470, -2.12837, 0.65867]],
  "forces_ev_per_angstrom": [[0.203, 1.591, -0.738], [2.027, 0.747, 2.345], [4.666, 1.609, 1.063], [-2.775, -0.199, 1.168], [2.498, -3.200, -0.023], [-0.339, -1.153, -0.691], [-1.371, 0.067, 0.870], [-1.883, -0.550, -1.754], [-0.497, 0.232, 0.056], [0.406, 0.703, -0.838], [-0.474, -0.907, -0.107], [-0.115, 0.154, -1.098], [-1.335, -0.140, 1.234], [-0.092, -0.050, -0.304], [-0.920, 1.097, -1.183]],
  "nbo_charge": [-0.46, -0.49, 0.14, -0.63, -0.68, 0.24, 0.21, 0.21, 0.23, 0.19, 0.19, 0.19, 0.22, 0.21, 0.23],
  "homo_energy_ev": [-8.03, -7.95],
  "spin_multiplicity": 1,
  "orbital_gap_ev": [8.6183, 8.5361]
}



Entry 3:
{
  "formula": "C34H49BIrN5O6S",
  "method": "ωB97M-V/def2-TZVPD",
  "symbols": ["Ir", "C", "C", "C", "C", "C", "C", "C", "C", "N", "C", "C", "C", "C", "N", "C", "C", "C", "C", "C", "C", "C", "C", "H", "H", "H", "H", "H", "H", "H", "H", "H", "H", "H", "H", "H", "H", "H", "H", "H", "H", "H", "H", "H", "H", "H", "H", "C", "C", "C", "O", "B", "O", "C", "C", "C", "H", "H", "H", "H", "H", "H", "H", "H", "H", "H", "H", "H", "C", "C", "S", "O", "O", "C", "C", "N", "C", "N", "C", "C", "N", "O", "O", "C", "H", "H", "H", "H", "H", "H", "H", "H", "H", "H", "H", "H", "H"],
  "positions_angstrom": [[0.12287, -0.31174, 0.63886], [-0.18902, -4.12999, 0.42048], [-1.49645, -3.59733, -0.10687], [-2.64140, -4.37269, 0.01938], [-3.86919, -3.90873, -0.43129], [-3.97243, -2.66741, -1.03996], [-2.86107, -1.84625, -1.19708], [-2.99943, -0.53649, -1.92067], [-1.64656, -2.33507, -0.70230], [-0.45799, -1.52726, -0.82104], [0.39047, -1.71526, -1.77952], [0.19192, -2.65650, -2.90391], [1.64551, -0.91584, -1.67048], [2.75104, -1.08558, -2.63422], [1.65389, -0.12362, -0.64256], [2.73108, 0.77637, -0.32864], [3.42139, 0.52720, 0.86727], [3.13465, -0.69154, 1.70713], [4.45256, 1.38451, 1.20679], [4.77974, 2.45315, 0.37944], [4.07956, 2.67338, -0.79232], [3.03113, 1.84166, -1.17936], [2.28132, 2.15367, -2.44469], [-0.27899, -4.38984, 1.47632], [0.64932, -3.43754, 0.32485], [0.08226, -5.04852, -0.10201], [-2.56613, -5.35069, 0.47812], [-4.74950, -4.52776, -0.32122], [-4.92791, -2.33202, -1.42291], [-3.68402, -0.65442, -2.75952], [-2.05330, -0.16759, -2.31922], [-3.40568, 0.23068, -1.26397], [-0.80734, -3.07975, -2.91553], [0.92318, -3.46802, -2.82810], [0.38983, -2.14451, -3.84859], [2.98467, -2.14852, -2.73781], [3.63762, -0.53870, -2.32712], [2.44382, -0.73935, -3.62613], [3.37834, -1.62026, 1.18657], [2.08092, -0.77131, 2.03702], [3.71179, -0.66914, 2.62996], [5.02154, 1.20628, 2.11009], [5.59365, 3.11180, 0.65094], [4.34376, 3.51056, -1.42651], [1.91984, 3.18068, -2.41367], [1.41606, 1.51393, -2.61782], [2.94073, 2.07512, -3.31093], [-2.55953, 3.49282, -1.66333], [-2.09813, 3.29818, -0.23410], [-3.14233, 3.78438, 0.74145], [-1.99528, 1.79941, -0.04048], [-0.70418, 1.57153, 0.09908], [0.19840, 2.54598, 0.13748], [-0.62424, 3.81713, 0.06324], [-0.44939, 4.49334, 1.40577], [-0.01240, 4.64610, -1.04308], [-3.54642, 3.04842, -1.78368], [-1.88190, 3.03705, -2.38542], [-2.64411, 4.55468, -1.89269], [-4.10438, 3.33947, 0.49053], [-3.24181, 4.86799, 0.66365], [-2.90714, 3.51837, 1.76762], [-0.82052, 3.88219, 2.22921], [-0.98299, 5.44332, 1.42101], [0.60784, 4.70052, 1.56731], [-0.03561, 4.13933, -2.00513], [1.01931, 4.88323, -0.78460], [-0.55130, 5.58907, -1.14211], [-3.62354, 4.95513, 5.51806], [-4.02255, 3.49646, 5.70238], [-2.74299, 2.41051, 5.11770], [-1.44042, 2.92286, 5.47914], [-2.94600, 2.08902, 3.71302], [-2.97516, 0.85574, 5.97646], [-1.77318, -0.03917, 5.69443], [-1.71845, -0.51554, 4.29085], [-0.89049, -0.04326, 3.36916], [-1.11825, -0.65691, 2.18171], [-2.15015, -1.55820, 2.36990], [-2.51388, -1.46875, 3.66075], [-3.56074, -2.24610, 4.29771], [-3.74024, -2.07038, 5.48291], [-4.09378, -3.06468, 3.58921], [0.18869, 0.95656, 3.55581], [-4.44057, 5.58294, 5.86807], [-3.44382, 5.18914, 4.46902], [-2.73040, 5.19303, 6.09055], [-4.91102, 3.22879, 5.12945], [-4.18900, 3.24633, 6.75162], [-3.90712, 0.43166, 5.60764], [-3.05942, 1.01566, 7.05081], [-1.77338, -0.90244, 6.35234], [-0.85455, 0.52297, 5.85547], [-2.57090, -2.16947, 1.59294], [0.94512, 0.59096, 4.25346], [-0.20718, 1.89970, 3.93890], [0.69104, 1.16578, 2.59693]],
  "forces_ev_per_angstrom": [[0.169, 0.110, 0.291], [0.001, -0.013, 0.000], [-0.021, 0.039, 0.090], [0.006, -0.001, 0.016], [0.008, -0.008, 0.011], [0.001, 0.020, 0.007], [-0.010, -0.034, -0.029], [0.017, -0.025, -0.032], [0.046, -0.020, 0.028], [-0.003, -0.088, -0.066], [-0.002, 0.098, -0.019], [-0.021, 0.010, -0.010], [0.037, 0.048, 0.021], [-0.026, 0.015, -0.005], [-0.123, 0.023, -0.047], [0.114, -0.025, -0.049], [-0.025, -0.054, 0.018], [-0.028, -0.014, 0.011], [0.009, 0.027, -0.008], [0.007, -0.008, 0.012], [-0.029, 0.017, 0.018], [-0.031, 0.022, 0.038], [0.026, -0.005, -0.028], [-0.016, 0.000, -0.002], [0.003, 0.000, -0.003], [0.024, 0.009, -0.002], [-0.013, -0.005, -0.005], [0.001, -0.003, -0.001], [-0.003, -0.003, 0.004], [-0.002, 0.003, 0.004], [0.000, 0.018, 0.021], [0.003, 0.018, 0.011], [-0.001, 0.002, 0.008], [-0.009, -0.011, 0.007], [0.004, -0.005, -0.002], [-0.002, 0.002, -0.003], [0.009, -0.001, 0.004], [-0.004, 0.021, 0.000], [0.002, 0.005, -0.006], [0.007, -0.012, -0.015], [0.014, -0.002, -0.012], [-0.003, -0.002, 0.001], [-0.002, 0.002, 0.002], [-0.004, -0.002, -0.006], [0.060, -0.033, -0.014], [-0.025, -0.002, 0.022], [-0.006, -0.030, -0.005], [0.035, -0.041, -0.006], [-0.003, -0.021, -0.030], [-0.043, 0.019, 0.015], [-0.020, -0.051, 0.008], [0.011, 0.052, 0.078], [0.000, -0.024, -0.089], [0.017, 0.019, -0.001], [-0.005, -0.057, 0.042], [-0.042, 0.077, 0.035], [0.004, -0.009, -0.008], [0.010, -0.002, -0.001], [0.001, -0.002, -0.006], [-0.002, 0.024, -0.031], [-0.016, -0.003, -0.008], [0.024, -0.011, 0.033], [-0.008, -0.016, -0.004], [-0.002, -0.002, 0.003], [0.003, 0.001, 0.002], [-0.021, 0.018, 0.019], [0.006, 0.000, -0.003], [-0.005, 0.000, 0.001], [0.007, 0.008, -0.043], [-0.024, -0.048, -0.014], [-0.034, -0.007, -0.026], [0.004, -0.033, 0.051], [0.039, 0.096, -0.077], [-0.051, -0.046, -0.140], [0.048, 0.066, 0.028], [0.037, -0.010, 0.010], [0.083, 0.007, 0.063], [-0.156, -0.239, -0.256], [-0.110, 0.132, 0.047], [-0.152, 0.169, -0.069], [0.405, -0.501, 0.170], [-0.126, 0.193, -0.074], [-0.131, 0.206, -0.052], [-0.011, -0.104, 0.029], [0.000, 0.000, -0.001], [-0.008, -0.004, -0.003], [-0.004, -0.003, 0.007], [-0.014, -0.025, 0.033], [0.043, 0.037, 0.016], [-0.026, -0.070, 0.090], [0.087, 0.087, -0.004], [-0.067, -0.032, -0.051], [0.008, -0.025, 0.062], [0.007, -0.028, -0.001], [0.022, 0.008, -0.024], [0.011, 0.038, -0.032], [0.008, 0.057, -0.063]],
  "mulliken_spin": [0.91, -0.01, 0.00, 0.00, 0.00, 0.00, -0.01, 0.00, -0.02, 0.06, 0.00, 0.00, 0.04, 0.00, -0.06, 0.01, -0.04, 0.03, 0.00, -0.01, 0.00, -0.01, 0.00, 0.00, 0.00, 0.00, 0.00, 0.00, 0.00, 0.00, 0.00, 0.00, 0.00, 0.00, 0.00, 0.01, 0.00, 0.01, 0.00, 0.00, 0.00, 0.00, 0.00, 0.00, 0.00, 0.00, 0.00, 0.00, 0.00, 0.00, -0.02, 0.05, 0.03, 0.00, 0.00, 0.00, 0.00, 0.00, 0.00, 0.00, 0.00, 0.00, 0.00, 0.00, 0.00, 0.00, 0.00, 0.00, 0.00, 0.00, 0.00, 0.00, 0.00, 0.00, 0.00, 0.01, 0.01, 0.00, -0.01, 0.03, 0.00, 0.00, 0.00, -0.01, 0.00, 0.00, 0.00, 0.00, 0.00, 0.00, 0.00, 0.00, 0.00, 0.00, 0.00, 0.00, 0.00],
  "charge": 3,
  "homo_energy_ev": [-16.92, -16.93],
  "s_squared": 0.759,
  "spin_multiplicity": 2,
  "orbital_gap_ev": [6.3271, 4.7347]
}



no.,molecular weight (g mol⁻¹),calculated total energy (eV),maximum force (eV/A)
1,82.1,-6788.8512,6.93
2,70.1,-5342.0521,5.05
3,858.9,-70113.4048,0.67